No. 1
C8H10N2O in the gas phase. Source: the Open Molecules 2025 dataset; level of theory: ωB97M-V with the def2-TZVPD basis set.

XYZ file:
```
21
Properties=species:S:1:pos:R:3:mulliken_charge:R:1
H -0.883 2.281 -0.141 0.434
C 1.465 -0.330 0.655 -0.580
H 2.337 -1.010 0.238 0.319
C 0.150 -1.406 -2.103 0.423
H 2.243 0.988 -0.917 0.319
H 0.013 0.877 -2.093 0.655
C 1.338 0.900 -0.209 -0.825
H 0.323 -2.273 0.440 0.476
H 1.513 -0.077 1.701 0.391
N -0.183 -0.773 -0.899 0.021
H 1.208 1.693 0.477 0.394
O -1.593 1.284 2.123 -0.605
C 0.231 -1.167 0.448 -0.208
H -2.234 1.499 -0.793 0.361
H -0.741 -0.956 2.336 0.349
C -0.088 0.661 -1.101 -0.353
N 0.188 -1.939 -3.256 -0.611
C -1.019 -0.806 1.304 -0.815
C -1.196 1.300 -0.289 -1.061
H -1.798 -1.456 1.006 0.423
C -1.276 0.713 1.072 0.494
```

Calculated values
highest occupied orbital energy: -0.3441 Ha
SMILES: N#CN1[C@@H]2CC[C@H]1CC(=O)C2
total energy: -495.49181 a.u.
2S+1: 1
energy relative to the best compared isomer or geometry (same formula, charge and spin): 76.4 kcal per mole
HOMO-LUMO gap: 9.702 eV
strongest force on any atom: 0.187 hartree/bohr

=====

No. 2
C8H10N2O2 in the gas phase. Source: the Open Molecules 2025 dataset; level of theory: ωB97M-V with the def2-TZVPD basis set.

XYZ file:
```
22
Properties=species:S:1:pos:R:3:mulliken_charge:R:1
H 1.066 -1.802 0.173 0.355
C 0.052 -1.428 -0.005 -1.094
C -0.330 -0.526 -2.487 -0.110
H 2.204 0.692 -0.253 0.252
C -0.529 -2.267 -1.121 -0.442
O 0.769 0.396 2.572 -0.513
H -1.118 -2.499 -3.174 0.426
H -0.519 -1.627 0.906 0.390
H -0.763 -3.281 -0.827 0.399
N 1.428 0.625 0.387 -0.221
C -0.713 -1.877 -2.395 -0.580
C 0.184 0.143 -0.147 1.394
H 0.001 2.602 -0.037 0.327
H -0.087 0.474 2.093 0.576
H -1.787 0.377 0.270 0.294
C 0.124 0.339 -1.737 -0.468
O 2.916 0.727 2.075 -0.617
H -1.752 2.578 -0.273 0.341
H -1.078 2.716 1.361 0.314
C 1.778 0.583 1.721 0.445
N -0.903 0.800 0.521 -0.474
C -0.942 2.256 0.380 -0.994
```

Calculated values
highest occupied orbital energy: -0.3397 Ha
SMILES: CN[C@]1(NC(=O)O)C#CC=CC1
total energy: -570.71475 a.u.
2S+1: 1
energy relative to the best compared isomer or geometry (same formula, charge and spin): 93.8 kcal per mole
HOMO-LUMO gap: 9.042 eV
strongest force on any atom: 0.052 hartree/bohr

=====

Which of these has the highest energy relative to the best compared isomer or geometry (same formula, charge and spin)? C8H10N2O2

=====

Look up the energy relative to the best compared isomer or geometry (same formula, charge and spin) of the second one. 93.8 kcal per mole

=====

Copy entry 1 word for word.
C8H10N2O in the gas phase. Source: the Open Molecules 2025 dataset; level of theory: ωB97M-V with the def2-TZVPD basis set.

XYZ file:
```
21
Properties=species:S:1:pos:R:3:mulliken_charge:R:1
H -0.883 2.281 -0.141 0.434
C 1.465 -0.330 0.655 -0.580
H 2.337 -1.010 0.238 0.319
C 0.150 -1.406 -2.103 0.423
H 2.243 0.988 -0.917 0.319
H 0.013 0.877 -2.093 0.655
C 1.338 0.900 -0.209 -0.825
H 0.323 -2.273 0.440 0.476
H 1.513 -0.077 1.701 0.391
N -0.183 -0.773 -0.899 0.021
H 1.208 1.693 0.477 0.394
O -1.593 1.284 2.123 -0.605
C 0.231 -1.167 0.448 -0.208
H -2.234 1.499 -0.793 0.361
H -0.741 -0.956 2.336 0.349
C -0.088 0.661 -1.101 -0.353
N 0.188 -1.939 -3.256 -0.611
C -1.019 -0.806 1.304 -0.815
C -1.196 1.300 -0.289 -1.061
H -1.798 -1.456 1.006 0.423
C -1.276 0.713 1.072 0.494
```

Calculated values
highest occupied orbital energy: -0.3441 Ha
SMILES: N#CN1[C@@H]2CC[C@H]1CC(=O)C2
total energy: -495.49181 a.u.
2S+1: 1
energy relative to the best compared isomer or geometry (same formula, charge and spin): 76.4 kcal per mole
HOMO-LUMO gap: 9.702 eV
strongest force on any atom: 0.187 hartree/bohr

=====

What is the formula in the second record? C8H10N2O2